195
Properties=species:S:1:pos:R:3:forces:R:3 method="wB97M-V/def2-TZVPD" charge=-1 lumo_energy_ev="1.396 / 1.395" e_homo_ev="0.1 / -6.6" total_energy_ha=-3787.2946 homo_lumo_gap_ev="1.29 / 7.97" multiplicity=2
C -3.105037 3.260419 -2.349311 0.578 -0.791 0.569
O -2.792549 2.467845 -1.191214 -0.919 0.951 2.023
C -2.222530 1.203631 -1.369836 0.283 0.765 -2.617
C -0.725525 1.335144 -1.696537 0.556 -0.778 0.521
N 0.173761 1.155288 -0.557735 -0.337 -0.445 0.869
C 0.303156 -0.265601 -0.127923 0.445 0.600 0.334
C 1.522934 -0.341743 0.844998 -0.268 -0.528 -0.516
O 2.006966 -1.663800 1.163509 -0.503 -0.372 -0.350
C 3.033726 -1.664599 2.141869 -0.065 0.756 -0.064
H -3.933384 2.860844 -2.934367 0.129 -0.247 -0.033
H -2.175818 3.266205 -2.919077 -0.257 0.555 -0.586
H -3.388538 4.248118 -1.985752 0.252 -0.054 -0.064
H -2.704418 0.881230 -2.292836 0.034 -0.873 -0.213
H -2.516255 0.508820 -0.583018 0.329 0.228 0.233
H -0.463824 2.296084 -2.139491 -0.501 0.195 0.090
H -0.442698 0.613669 -2.463078 -0.209 -0.433 -0.237
H 1.079742 1.537300 -0.788730 0.279 -0.120 -0.125
H 0.412380 -0.918162 -0.994140 0.298 -0.238 -0.191
H -0.629563 -0.545591 0.361710 0.034 -0.144 0.208
H 1.210698 0.167559 1.756711 0.236 0.184 0.210
H 2.329978 0.183194 0.333898 0.156 0.245 0.229
H 2.626064 -1.225187 3.052271 0.332 0.207 0.253
H 3.910720 -1.116469 1.797566 0.029 0.624 -0.120
H 3.460684 -2.629689 2.414646 -0.813 -0.389 -0.490
C 3.263060 2.573888 -2.276970 -0.259 -0.264 -0.349
O 2.966378 2.201090 -0.926062 0.419 0.944 -0.380
C 3.196735 3.310383 0.008240 -1.745 -2.012 -1.417
C 2.435595 2.986571 1.300643 2.161 0.221 0.265
N 3.192220 3.757621 2.286828 0.161 -1.419 1.669
C 2.879062 3.423078 3.716422 -0.839 0.551 0.396
C 3.382049 2.097395 4.395840 0.239 -0.189 -0.470
O 2.534385 1.642741 5.516357 1.519 0.430 -0.946
C 2.953835 0.342666 6.033161 -0.854 0.475 -1.528
H 3.302327 1.655856 -2.863303 -0.501 0.028 -0.002
H 4.207752 3.062154 -2.516250 0.653 0.044 1.008
H 2.546472 3.290132 -2.678964 -0.538 -0.271 -0.007
H 2.664007 4.167013 -0.404664 0.797 0.587 -0.268
H 4.285738 3.321267 0.053662 -0.198 0.847 0.702
H 2.558119 1.927460 1.527309 -0.251 0.108 0.006
H 1.384852 3.275322 1.275247 -0.025 -0.150 -0.262
H 3.038336 4.728706 2.055751 0.020 0.367 0.690
H 1.804822 3.483805 3.890843 -0.464 -0.405 -0.085
H 3.234861 4.230038 4.356995 0.379 0.146 -0.212
H 4.425688 2.249058 4.671374 0.075 0.402 1.012
H 3.588653 1.303228 3.678402 -1.039 -0.425 -0.441
H 2.464774 -0.404135 5.407695 -0.061 -0.277 0.025
H 2.570088 0.210888 7.044830 0.371 0.321 0.036
H 4.015154 0.137669 5.892896 0.140 0.323 0.507
C -0.895041 6.760958 -1.559391 -0.606 1.018 1.215
O -0.572547 7.010390 -0.119945 2.088 1.329 -1.619
C 0.703411 7.820555 -0.109472 0.350 -0.586 0.282
C 1.300101 8.124693 1.301484 -2.511 -0.982 -2.561
N 1.469749 6.881380 1.978674 1.083 -0.057 1.622
C 1.917694 7.116068 3.365501 -1.121 0.345 -0.023
C 0.987597 8.024521 4.215052 0.997 0.692 0.214
O 1.143436 9.399350 3.905416 -0.113 0.258 -1.121
C 0.444831 10.280816 4.756605 0.537 -0.122 -0.552
H -1.950244 6.502954 -1.649227 0.128 -0.680 0.507
H -0.249201 6.043316 -2.065342 0.099 -0.059 0.322
H -0.911613 7.711212 -2.093095 0.635 0.201 -0.043
H 0.639855 8.829566 -0.516850 -0.934 -0.058 -0.602
H 1.465805 7.313714 -0.701058 -0.152 -0.424 -0.181
H 0.497676 8.779712 1.640826 0.350 0.239 1.109
H 2.237300 8.667399 1.178115 -0.041 0.013 0.083
H 0.670450 6.270024 1.892290 -0.236 0.216 0.099
H 2.902742 7.575345 3.282824 0.136 -0.098 0.334
H 1.943786 6.178386 3.920645 0.348 -0.145 -0.167
H 1.284103 8.092160 5.261771 -0.120 -1.452 0.482
H -0.037062 7.676315 4.084964 -0.312 0.094 0.136
H -0.603565 9.997901 4.850997 -0.173 0.154 -0.024
H 0.579709 11.252398 4.281280 -0.402 0.081 0.179
H 0.903781 10.330325 5.744035 0.030 -0.155 0.302
C -2.620607 -4.461826 -3.648931 0.331 1.790 -0.708
O -2.983527 -3.061071 -3.718692 -0.342 -0.992 -1.249
C -2.886177 -2.381627 -2.531294 0.222 -0.357 2.615
C -4.055087 -2.768906 -1.518060 1.600 1.418 -1.370
N -5.284511 -2.471354 -2.225314 -0.920 1.438 0.238
C -5.612571 -0.983227 -2.214614 -0.888 -1.458 -0.418
C -6.707493 -0.595390 -3.241362 1.995 0.282 1.259
O -6.042874 -0.550118 -4.472146 -1.799 -0.951 -2.763
C -7.057233 -0.395150 -5.530281 -0.055 1.051 0.448
H -2.754505 -4.804879 -4.674838 -0.144 -0.336 0.233
H -3.213110 -5.017242 -2.921917 0.158 -0.024 -0.049
H -1.550936 -4.408297 -3.446402 0.114 -0.815 0.398
H -2.791345 -1.315267 -2.736200 -0.810 0.127 -0.157
H -1.942835 -2.545398 -2.010330 0.581 -0.606 0.015
H -3.816246 -2.154063 -0.650301 -0.694 -0.087 0.372
H -4.032622 -3.826060 -1.253436 0.210 0.040 0.084
H -4.969071 -2.679760 -3.161884 -0.782 -0.042 -0.682
H -4.731899 -0.404602 -2.493386 0.043 0.342 0.404
H -6.032018 -0.744658 -1.237245 0.518 0.096 0.202
H -6.973962 0.441499 -3.036538 -0.654 0.028 0.443
H -7.549387 -1.284707 -3.176870 -0.111 -0.029 -0.261
H -8.011948 -0.865296 -5.294511 0.242 -0.695 0.237
H -6.798106 -0.627083 -6.563314 0.901 -0.685 0.417
H -7.366884 0.644655 -5.635285 0.326 0.523 0.428
C -0.481868 -0.503549 4.559926 -2.018 0.601 -1.992
O -1.232977 -1.688191 4.955144 3.251 0.917 1.683
C -0.641694 -2.188262 6.200814 -1.561 0.333 -0.567
C -1.009212 -1.284803 7.427879 0.385 -2.233 -0.147
N -0.478248 -2.011431 8.597655 0.086 1.435 0.386
C -0.275417 -1.003448 9.672333 0.005 -0.556 0.188
C 0.498908 -1.694178 10.755069 0.444 0.654 2.167
O 1.030248 -0.786852 11.840254 -1.169 -0.364 -2.771
C 2.142452 -1.334552 12.459579 -0.030 -0.084 0.575
H -0.249749 0.320361 5.234750 -0.435 -0.526 0.887
H -1.194871 -0.109119 3.835944 0.181 0.600 -0.112
H 0.424830 -0.579653 3.959748 0.397 -1.198 0.135
H 0.443429 -2.290580 6.212158 0.409 0.595 -0.575
H -0.933150 -3.238165 6.171775 -0.672 0.086 0.953
H -2.066914 -1.159594 7.659584 -0.075 0.242 -0.759
H -0.473324 -0.341262 7.324605 -0.326 0.296 -0.203
H 0.448368 -2.297262 8.315172 0.365 -0.321 0.137
H -1.243195 -0.669043 10.046048 -0.042 0.096 -0.138
H 0.295143 -0.143161 9.322372 0.020 0.266 -0.089
H 1.299896 -2.237171 10.253371 0.430 -0.015 0.380
H -0.135310 -2.390917 11.303163 0.005 -0.322 -0.258
H 2.483637 -0.601637 13.190691 0.099 -0.051 0.019
H 2.956918 -1.558707 11.770752 0.111 -0.071 -0.143
H 1.836586 -2.236335 12.989995 0.304 -0.356 0.174
C 1.686066 -4.374029 -0.301786 1.249 0.449 0.577
O 2.473189 -5.302180 -1.017539 1.044 -0.427 -0.456
C 2.323925 -5.214869 -2.432201 -1.620 -1.109 -0.526
C 3.029953 -6.392662 -3.183669 0.159 -0.312 1.501
N 2.306029 -7.670104 -3.063105 -0.301 -0.410 -1.169
C 2.806504 -8.765619 -3.945410 -0.397 0.049 0.216
C 1.988961 -10.117692 -3.989300 0.701 2.900 0.695
O 2.244433 -10.730403 -5.243295 0.030 -0.888 0.921
C 1.140507 -10.794309 -6.088580 -1.165 0.448 -1.063
H 0.689312 -4.717803 -0.025378 -0.306 0.024 -0.672
H 1.768759 -3.392173 -0.767857 -0.731 0.042 -0.190
H 2.197312 -4.204095 0.645767 0.062 -0.196 0.121
H 2.511717 -4.239846 -2.881810 0.819 0.214 0.358
H 1.241897 -5.304205 -2.528808 -0.344 -0.301 -0.827
H 4.015950 -6.452917 -2.722932 0.394 -0.121 0.423
H 3.319185 -6.267471 -4.227113 -0.806 0.599 -0.182
H 2.067021 -7.919024 -2.113891 0.395 -0.081 -0.005
H 3.826672 -9.079021 -3.723714 0.435 0.338 -0.039
H 2.756136 -8.410402 -4.974675 0.220 0.287 0.008
H 0.983552 -9.740677 -3.801880 -0.540 -0.781 -0.418
H 2.356651 -10.628288 -3.099252 -0.292 -1.033 -0.454
H 0.808803 -9.789605 -6.350612 -0.185 0.248 0.048
H 0.258471 -11.350593 -5.771292 0.020 -0.012 1.039
H 1.302544 -11.286636 -7.047455 1.121 0.006 0.078
C -3.416105 0.031801 -8.523404 0.618 0.155 0.782
O -3.385695 -0.915791 -7.463842 0.333 0.396 -0.297
C -3.484386 -0.329960 -6.168952 0.303 -0.344 0.711
C -2.178991 0.284773 -5.578718 -1.070 -0.269 -1.292
N -1.237627 -0.733326 -5.157760 -1.134 1.014 1.145
C -0.559594 -1.408303 -6.174781 2.631 -1.612 -0.086
C 0.674555 -2.088230 -5.519411 0.749 0.074 0.030
O 1.685079 -1.154570 -5.054380 -0.282 0.400 -0.704
C 2.985704 -1.633343 -4.755424 -0.531 -0.809 -0.008
H -4.219873 0.743887 -8.336336 -0.503 -0.182 -0.589
H -3.394641 -0.511143 -9.468310 -0.613 0.070 0.069
H -2.529227 0.665296 -8.538320 0.426 0.037 0.136
H -3.741255 -1.191622 -5.552789 -0.123 0.042 0.273
H -4.317762 0.367107 -6.081370 0.035 0.240 -0.302
H -2.416476 0.926909 -4.730560 -0.204 0.138 -0.127
H -1.724567 0.883607 -6.368018 0.161 0.346 0.197
H -1.807949 -1.450270 -4.732525 0.013 -0.098 0.698
H -0.260321 -0.778050 -7.012224 0.018 0.158 0.078
H -1.082361 -2.278252 -6.572288 -0.493 0.031 -0.420
H 1.035031 -2.859663 -6.199886 0.748 0.240 -0.474
H 0.362037 -2.693997 -4.668836 -0.410 0.149 0.439
H 3.672147 -0.889051 -4.351784 -0.647 0.619 -0.056
H 3.499699 -2.040389 -5.626188 -0.136 -0.243 -0.270
H 2.922063 -2.401807 -3.985020 0.064 -0.316 0.044
O -0.779142 2.215308 2.114519 0.356 0.045 0.903
H -1.186705 3.045435 2.361527 0.031 0.461 0.293
H -0.395389 2.383099 1.253805 0.329 -0.399 -0.987
O 3.931681 -2.827187 5.347084 -0.007 -0.107 0.597
H 4.762456 -2.755367 4.877098 0.220 0.262 -0.064
H 3.324365 -3.196360 4.705903 -0.536 -0.177 -0.046
O -4.320138 3.037330 -5.247736 0.607 -0.961 0.349
H -5.176636 2.937924 -5.663395 -0.675 0.059 -0.370
H -4.185587 3.983757 -5.198672 0.093 0.870 -0.099
O 6.061293 -1.831715 4.099763 0.419 0.033 -0.199
H 6.841845 -1.700070 4.637941 0.226 -0.024 0.203
H 6.104008 -1.138235 3.441356 -0.135 0.167 -0.247
O 0.569123 1.739742 -4.590076 0.171 0.624 0.212
H 0.985403 1.535205 -5.427395 0.144 -0.112 -0.192
H 0.001198 0.989427 -4.414793 -0.276 -0.705 -0.045
O 0.569653 4.500090 -4.247468 0.322 0.624 0.327
H -0.107117 5.018892 -4.682271 -0.255 0.205 -0.160
H 0.260439 3.596779 -4.315677 -0.010 -0.773 -0.155
O -3.253920 1.871663 1.474002 -1.325 -0.406 0.392
H -3.254710 2.107459 0.546293 -0.182 0.549 -0.637
H -2.331922 1.904272 1.729127 0.506 -0.382 0.075
O -4.427812 -0.702360 1.969131 -0.293 -0.872 -0.061
H -4.028061 0.056840 1.544815 0.277 0.792 -0.007
H -4.481067 -0.460183 2.893657 0.033 0.110 0.133
O 1.672274 -3.512372 4.024400 -0.104 -0.335 0.054
H 0.990340 -2.843503 3.962556 -0.302 0.341 -0.061
H 1.273185 -4.297381 3.649271 -0.079 -0.239 -0.110